Computed, not measured: a molecular structure, C19H26BCl2EuNO4P in a non-equilibrium geometry, with ωB97M-V with the def2-TZVPD basis set.

Orbital gap (alpha / beta), eV: 4.94 / 5.02
HOMO (alpha / beta), eV: -10.01 / -10.01
Expectation value of S²: 15.760
LUMO energy (alpha / beta), eV: -5.07 / -4.99
E_tot, Ha: -3091.6831

ORCA input file:
```
! RIJCOSX wB97M-V def2-TZVPD def2/J DEFGRID3
* xyz 1 8
C 3.48 4.11 2.20
C 2.19 3.48 1.53
Cl 0.87 4.62 1.25
C 2.14 2.18 1.16
Cl 3.72 1.28 1.50
P 0.73 1.15 0.32
C -0.70 1.94 1.30
C 0.59 2.33 -1.18
C -0.81 2.60 -1.80
C -1.84 1.44 -1.95
C -3.13 1.54 -1.01
N -3.57 0.19 -0.59
C -3.61 -1.03 -1.25
C -4.12 -1.99 -0.29
C -4.40 -1.28 1.01
C -4.01 0.09 0.72
O 1.98 0.16 -0.56
C 1.46 -0.84 -1.37
O 0.83 -0.66 -2.37
C 1.74 -2.44 -1.18
C 0.43 -3.33 -0.90
C 0.49 -4.89 -0.68
C 1.92 -5.54 -0.76
C 3.21 -4.66 -1.04
C 3.14 -3.10 -1.26
B 0.90 -0.11 1.79
O 0.13 -0.13 2.99
O 1.86 -1.25 1.76
H 3.84 3.52 3.06
H 3.27 5.19 2.46
H 4.25 4.17 1.38
H -0.25 0.23 -0.24
H -1.20 2.81 0.83
H -1.53 1.18 1.46
H -0.32 2.34 2.28
H 1.20 1.83 -2.00
H 1.15 3.30 -1.07
H -1.31 3.44 -1.22
H -0.66 3.05 -2.82
H -2.27 1.49 -2.99
H -1.47 0.40 -1.83
H -3.96 1.99 -1.62
H -2.96 2.13 -0.09
H -3.28 -1.18 -2.30
H -4.30 -3.08 -0.44
H -4.81 -1.70 1.95
H -4.07 0.93 1.44
H -0.60 -2.88 -0.86
H -0.42 -5.51 -0.48
H 2.04 -6.63 -0.60
H 4.22 -5.12 -1.10
H 4.04 -2.47 -1.43
H -0.54 -0.82 2.82
H 2.37 -1.22 2.64
Eu 1.91 -3.23 1.42
*
```

Löwdin population analysis, charges in e, atoms 1 to 5: C -0.151; C -0.719; Cl 0.706; C -0.604; Cl 0.608